Entry 1:
{"formula": "C39H46Cl2HfN5O2STe", "method": "the ωB97M-V functional and the def2-TZVPD basis", "lumo_energy_ev": -8.538, "total_charge": 3, "e_above_lowest_ev": 0.3324, "species": ["Hf", "C", "C", "N", "C", "C", "S", "C", "C", "N", "H", "H", "H", "H", "H", "H", "H", "H", "H", "H", "H", "H", "H", "H", "N", "C", "C", "C", "C", "C", "C", "C", "C", "N", "C", "H", "H", "H", "H", "H", "H", "H", "H", "Cl", "C", "Cl", "H", "H", "C", "C", "C", "C", "C", "C", "N", "C", "C", "C", "C", "C", "C", "C", "O", "O", "C", "C", "H", "H", "H", "H", "H", "H", "H", "H", "H", "H", "H", "H", "H", "H", "C", "Te", "C", "C", "C", "C", "C", "C", "C", "H", "H", "H", "H", "H", "H", "H", "H"], "xyz": [[-0.798, -0.415, -0.488], [-3.716, 0.274, 0.930], [-3.658, -1.259, 0.931], [-2.262, -1.747, 1.025], [-1.834, -1.917, 2.435], [-1.534, -0.615, 3.162], [-0.420, 0.496, 2.190], [-1.465, 1.991, 2.043], [-2.143, 2.144, 0.685], [-2.624, 0.864, 0.120], [-4.695, 0.574, 0.551], [-3.635, 0.643, 1.949], [-4.263, -1.624, 1.769], [-4.113, -1.648, 0.018], [-2.264, -2.698, 0.644], [-2.600, -2.459, 3.004], [-0.921, -2.519, 2.443], [-2.430, -0.061, 3.424], [-1.022, -0.848, 4.095], [-2.181, 1.967, 2.863], [-0.811, 2.850, 2.208], [-2.968, 2.857, 0.807], [-1.431, 2.583, -0.022], [-3.013, 1.115, -0.799], [-2.456, -1.197, -2.033], [-1.908, -2.305, -2.781], [-2.672, -3.298, -3.344], [-2.071, -4.313, -4.108], [-0.729, -4.282, -4.379], [0.083, -3.258, -3.845], [1.454, -3.112, -4.138], [2.162, -2.094, -3.548], [1.532, -1.283, -2.602], [0.240, -1.368, -2.314], [-0.505, -2.299, -2.976], [-3.473, -1.322, -1.962], [-2.343, -0.346, -2.608], [-3.745, -3.297, -3.218], [-2.689, -5.103, -4.505], [-0.276, -5.036, -5.005], [1.932, -3.794, -4.824], [3.202, -1.927, -3.772], [2.099, -0.532, -2.063], [-3.154, 1.888, -3.058], [-4.886, 1.507, -3.278], [-5.430, 0.409, -2.011], [-5.018, 1.022, -4.246], [-5.469, 2.427, -3.214], [0.990, 5.110, 3.860], [0.771, 4.753, 2.426], [-0.303, 5.298, 1.730], [-0.480, 5.053, 0.380], [0.441, 4.290, -0.311], [1.521, 3.732, 0.369], [2.587, 3.124, -0.329], [2.554, 2.792, -1.643], [3.624, 3.122, -2.492], [3.487, 3.038, -3.855], [2.282, 2.605, -4.430], [1.262, 2.173, -3.629], [1.409, 2.170, -2.219], [0.501, 1.385, -1.461], [0.819, 0.765, -0.362], [-0.674, 1.053, -1.888], [1.665, 3.911, 1.750], [2.820, 3.270, 2.457], [0.263, 5.847, 4.182], [1.983, 5.535, 3.993], [0.911, 4.244, 4.514], [-0.988, 5.956, 2.238], [-1.305, 5.501, -0.153], [0.364, 4.197, -1.383], [3.494, 3.421, 0.013], [4.535, 3.507, -2.061], [4.294, 3.348, -4.500], [2.174, 2.581, -5.502], [0.346, 1.776, -4.044], [3.101, 2.334, 1.977], [2.577, 3.064, 3.496], [3.682, 3.940, 2.454], [0.644, -4.557, 1.587], [0.980, -2.845, 0.239], [2.389, -2.252, 1.799], [2.619, -3.456, 2.666], [3.699, -3.476, 3.538], [3.898, -4.571, 4.360], [3.013, -5.634, 4.329], [1.938, -5.622, 3.458], [1.754, -4.540, 2.605], [0.708, -5.465, 0.986], [-0.336, -4.544, 2.068], [1.991, -1.410, 2.370], [3.315, -1.938, 1.320], [4.398, -2.653, 3.555], [4.761, -4.606, 5.006], [3.184, -6.493, 4.954], [1.262, -6.463, 3.428]]}

Entry 2:
{"formula": "C39H46IN9Ru", "method": "the ωB97M-V functional and the def2-TZVPD basis", "lumo_energy_ev": [-9.866, -10.528], "spin_multiplicity": 2, "total_charge": 3, "e_above_lowest_ev": 0.9943, "species": ["Ru", "C", "C", "C", "C", "C", "C", "C", "H", "H", "H", "H", "H", "H", "H", "H", "C", "C", "C", "C", "C", "C", "C", "N", "C", "C", "C", "C", "C", "C", "C", "N", "C", "C", "C", "C", "H", "H", "H", "H", "H", "H", "H", "H", "H", "H", "H", "H", "H", "H", "H", "H", "H", "H", "H", "H", "H", "H", "H", "H", "C", "C", "N", "C", "C", "N", "C", "N", "N", "N", "C", "C", "C", "C", "C", "C", "H", "H", "H", "H", "H", "H", "H", "H", "H", "H", "H", "I", "C", "C", "N", "N", "C", "H", "H", "H"], "xyz": [[0.141, 0.634, 0.207], [-2.945, -3.673, -1.599], [-1.740, -2.791, -1.480], [-0.697, -3.132, -0.606], [0.458, -2.376, -0.546], [0.620, -1.229, -1.327], [-0.455, -0.869, -2.181], [-1.605, -1.636, -2.255], [-3.194, -4.132, -0.644], [-2.740, -4.487, -2.298], [-3.808, -3.127, -1.976], [-0.790, -4.025, -0.001], [1.282, -2.710, 0.073], [1.601, -0.793, -1.479], [-0.325, -0.038, -2.865], [-2.388, -1.358, -2.949], [-0.870, 5.972, 4.701], [0.392, 5.800, 3.856], [0.581, 7.053, 2.980], [1.605, 5.645, 4.794], [0.322, 4.586, 2.952], [1.394, 4.258, 2.118], [1.328, 3.154, 1.298], [0.247, 2.362, 1.269], [-0.805, 2.647, 2.071], [-0.792, 3.743, 2.908], [-1.909, 1.672, 1.972], [-3.127, 1.740, 2.613], [-4.078, 0.729, 2.450], [-3.730, -0.341, 1.610], [-2.506, -0.361, 0.986], [-1.615, 0.630, 1.164], [-5.425, 0.753, 3.139], [-5.616, 2.004, 4.000], [-6.524, 0.717, 2.061], [-5.535, -0.493, 4.038], [-0.759, 6.856, 5.326], [-1.035, 5.124, 5.369], [-1.759, 6.125, 4.085], [0.643, 7.930, 3.623], [-0.262, 7.193, 2.299], [1.499, 7.008, 2.393], [1.662, 6.512, 5.450], [2.545, 5.587, 4.244], [1.513, 4.754, 5.418], [2.291, 4.861, 2.102], [2.136, 2.886, 0.632], [-1.639, 3.949, 3.546], [-3.344, 2.586, 3.249], [-4.409, -1.165, 1.443], [-2.189, -1.166, 0.334], [-5.575, 2.920, 3.407], [-4.883, 2.062, 4.808], [-6.601, 1.964, 4.462], [-6.458, 1.587, 1.405], [-7.499, 0.736, 2.548], [-6.479, -0.186, 1.451], [-4.761, -0.492, 4.807], [-5.465, -1.421, 3.470], [-6.504, -0.484, 4.537], [-0.971, 3.307, -1.666], [0.399, 2.810, -1.969], [1.001, 1.779, -1.372], [2.264, 1.665, -1.944], [2.413, 2.634, -2.874], [1.232, 3.343, -2.879], [0.971, 4.473, -3.800], [1.050, 4.066, -5.162], [2.300, 3.867, -5.708], [2.183, 3.264, -6.812], [0.833, 3.038, -7.055], [0.199, 2.449, -8.145], [-1.185, 2.376, -8.108], [-1.921, 2.883, -7.020], [-1.303, 3.478, -5.939], [0.098, 3.537, -5.984], [-1.502, 2.574, -1.055], [-1.556, 3.450, -2.575], [-0.944, 4.253, -1.123], [2.976, 0.914, -1.647], [3.230, 2.881, -3.532], [1.717, 5.239, -3.606], [-0.020, 4.869, -3.597], [0.770, 2.083, -8.988], [-1.720, 1.936, -8.938], [-3.001, 2.825, -7.045], [-1.881, 3.905, -5.129], [1.073, -1.860, 5.752], [1.301, -1.200, 3.821], [2.429, -1.282, 3.023], [2.122, -0.733, 1.838], [0.845, -0.289, 1.820], [0.346, -0.568, 3.031], [3.408, -1.683, 3.229], [2.716, -0.657, 1.028], [-0.670, -0.323, 3.296]]}